Entry 1:
{"formula": "C22H37IrO2Si", "method": "ωB97M-V with the def2-TZVPD basis set", "orbital_gap_ha": [0.1699, 0.2495], "lumo_ev": [0.58, -1.71], "spin_multiplicity": 5, "de_lowest_ev": 0.000, "e_homo_ev": [-4.046, -8.499], "elements": ["O", "C", "C", "H", "H", "C", "H", "H", "C", "H", "H", "H", "C", "H", "H", "H", "Ir", "C", "C", "C", "H", "C", "C", "H", "H", "H", "H", "C", "C", "C", "H", "C", "C", "H", "H", "H", "H", "O", "C", "C", "H", "H", "C", "H", "H", "C", "H", "H", "H", "H", "C", "Si", "C", "C", "H", "H", "H", "H", "H", "H", "H", "H", "H"], "xyz": [[-2.849, 0.672, 0.300], [-3.714, 0.190, -0.809], [-5.024, 0.445, -0.077], [-3.556, -0.884, -1.014], [-3.617, 0.797, -1.716], [-4.083, 1.012, 1.004], [-5.517, -0.482, 0.202], [-5.683, 1.163, -0.569], [-4.214, 0.314, 2.334], [-4.058, -0.766, 2.236], [-5.217, 0.496, 2.759], [-3.456, 0.711, 3.022], [-4.173, 2.530, 1.100], [-4.083, 2.980, 0.096], [-3.333, 2.884, 1.726], [-5.121, 2.849, 1.565], [1.692, 0.585, 0.493], [3.165, 2.945, -0.264], [3.064, 1.598, -0.757], [1.695, 1.460, -1.345], [3.898, 0.976, -1.072], [1.044, 2.746, -1.129], [1.952, 3.630, -0.527], [1.803, 4.703, -0.364], [4.083, 3.366, 0.136], [1.529, 0.793, -2.196], [0.043, 2.959, -1.475], [2.738, 1.049, 2.441], [1.710, 2.032, 2.427], [0.452, 1.383, 2.240], [1.899, 3.102, 2.544], [0.689, -0.052, 2.349], [2.114, -0.258, 2.450], [2.630, -1.198, 2.568], [3.815, 1.212, 2.461], [-0.531, 1.852, 2.104], [-0.065, -0.824, 2.417], [-1.914, -2.787, -0.575], [-1.129, -1.695, -0.066], [-0.739, -0.773, -1.250], [-0.226, -2.102, 0.433], [-1.719, -1.155, 0.694], [-1.026, -1.568, -2.521], [0.314, -0.443, -1.210], [-1.402, 0.097, -1.211], [-1.766, -2.813, -2.014], [-0.103, -1.890, -3.021], [-1.646, -1.006, -3.235], [-1.191, -3.707, -2.278], [-2.760, -2.901, -2.474], [2.113, -3.147, 0.102], [2.773, -1.425, -0.470], [4.559, -1.358, 0.209], [3.238, -1.423, -2.323], [1.832, -3.132, 1.186], [2.955, -3.892, 0.005], [1.248, -3.505, -0.490], [5.065, -2.280, -0.129], [5.087, -0.492, -0.207], [4.598, -1.298, 1.300], [3.978, -2.216, -2.514], [2.396, -1.577, -3.003], [3.743, -0.483, -2.595]], "forces_ev_per_angstrom": [[-1.89, -0.30, -0.81], [0.38, -0.56, -0.38], [0.94, 0.04, 0.00], [0.27, 0.54, -0.04], [0.38, -0.15, 0.13], [-0.85, 0.82, 0.44], [-0.25, 0.17, 0.05], [-0.04, -0.18, 0.25], [0.24, 0.16, 0.39], [-0.06, 0.17, -0.05], [0.41, -0.06, -0.15], [-0.17, -0.14, 0.05], [0.26, 0.09, 0.33], [-0.05, -0.16, 0.43], [-0.35, 0.03, -0.27], [0.32, -0.11, -0.19], [-2.04, 0.08, -1.78], [-0.02, 0.26, -0.57], [-0.29, 0.46, -1.52], [2.06, 0.13, -1.03], [-0.09, 0.44, 0.16], [0.33, 0.33, -0.07], [-0.04, 0.09, 0.11], [-0.10, -0.56, 0.12], [-0.30, 0.02, 0.10], [-0.10, 0.48, 0.22], [-0.01, 0.12, 0.12], [-0.13, -0.85, 0.53], [0.62, 1.13, 1.34], [-0.14, -1.14, 0.20], [-0.25, -0.46, -0.34], [0.46, 0.69, 0.80], [-0.08, 0.40, 1.48], [-0.12, 0.05, 0.03], [-0.43, 0.04, 0.11], [0.63, -0.28, 0.12], [0.08, 0.09, -0.27], [0.23, 0.90, -0.99], [0.64, -0.17, 0.34], [-0.57, 0.15, 0.42], [-0.39, 0.14, -0.32], [0.23, -0.28, -0.44], [-0.07, -0.39, 0.08], [-0.67, -0.28, 0.17], [0.59, 0.00, -0.06], [-0.19, -0.69, 0.05], [-0.21, 0.23, 0.03], [0.32, -0.15, 0.21], [-0.15, -0.06, 0.02], [0.10, -0.06, 0.24], [0.63, -0.42, 0.01], [0.82, -1.12, 0.48], [-0.19, -0.27, -0.10], [-0.13, -0.09, -0.15], [0.11, 0.04, -0.84], [-0.82, 0.52, 0.02], [0.43, 0.13, 0.36], [0.03, 0.34, 0.22], [0.02, -0.22, 0.13], [0.13, -0.06, -0.04], [-0.23, 0.05, 0.10], [0.06, 0.05, -0.03], [-0.27, -0.19, 0.05]], "nbo_charge": [-0.565, -0.076, -0.468, 0.201, 0.181, 0.271, 0.213, 0.212, -0.629, 0.221, 0.218, 0.212, -0.622, 0.214, 0.212, 0.212, 0.742, -0.130, -0.419, -0.416, 0.243, -0.197, -0.302, 0.226, 0.216, 0.250, 0.223, -0.316, -0.248, -0.314, 0.242, -0.298, -0.310, 0.254, 0.253, 0.258, 0.257, -0.545, -0.088, -0.461, 0.175, 0.204, -0.441, 0.230, 0.230, -0.072, 0.210, 0.211, 0.173, 0.174, -1.135, 1.154, -1.125, -1.130, 0.226, 0.223, 0.232, 0.220, 0.218, 0.215, 0.230, 0.222, 0.228]}

Entry 2:
{"formula": "C33H46N8O7P2Sc", "method": "ωB97M-V with the def2-TZVPD basis set", "charge": 3, "orbital_gap_ha": 0.2370, "lumo_ev": -8.57, "spin_multiplicity": 1, "e_homo_ev": -15.020, "elements": ["Sc", "C", "N", "C", "N", "C", "N", "C", "C", "C", "C", "C", "C", "C", "N", "N", "C", "O", "C", "C", "C", "C", "C", "C", "N", "C", "N", "C", "N", "C", "H", "H", "H", "H", "H", "H", "H", "H", "H", "H", "H", "H", "H", "H", "H", "H", "C", "C", "C", "O", "P", "O", "C", "P", "O", "O", "C", "C", "C", "O", "C", "C", "C", "O", "C", "C", "C", "H", "H", "H", "H", "H", "H", "H", "H", "H", "H", "H", "H", "H", "H", "H", "H", "H", "H", "H", "H", "H", "H", "H", "H", "H", "H", "H", "H", "H", "H"], "xyz": [[1.294, -1.904, -0.408], [-1.702, -2.495, -5.197], [-0.614, -2.536, -4.217], [-0.696, -2.656, -2.903], [0.527, -2.516, -2.370], [1.330, -2.321, -3.478], [0.657, -2.311, -4.589], [-2.612, -1.310, -4.949], [-3.988, -1.447, -5.085], [-4.825, -0.362, -4.862], [-4.301, 0.860, -4.480], [-2.921, 1.001, -4.338], [-2.079, -0.080, -4.588], [-2.369, 2.267, -3.889], [-3.006, 3.325, -3.493], [-2.078, 4.226, -3.079], [-0.913, 3.684, -3.242], [-1.028, 2.428, -3.751], [0.393, 4.183, -2.846], [0.547, 5.446, -2.276], [1.797, 5.835, -1.822], [2.883, 4.970, -1.900], [2.735, 3.717, -2.481], [3.892, 2.744, -2.564], [3.590, 1.515, -1.820], [2.733, 0.551, -2.115], [2.689, -0.327, -1.107], [3.616, 0.176, -0.214], [4.162, 1.280, -0.628], [1.495, 3.345, -2.976], [-2.266, -3.425, -5.150], [-1.224, -2.433, -6.173], [-1.606, -2.850, -2.359], [2.403, -2.211, -3.444], [-4.414, -2.400, -5.378], [-5.894, -0.477, -4.977], [-4.941, 1.712, -4.292], [-1.006, 0.053, -4.501], [-0.306, 6.107, -2.205], [1.927, 6.816, -1.388], [3.845, 5.284, -1.512], [4.786, 3.162, -2.110], [4.108, 2.484, -3.601], [2.166, 0.481, -3.028], [3.901, -0.310, 0.701], [1.361, 2.401, -3.488], [-1.327, 1.662, -0.833], [-0.700, 2.390, 0.343], [-1.740, 3.094, 1.189], [0.136, 1.510, 1.216], [-0.113, 0.043, 1.676], [-0.053, -0.904, 0.474], [1.299, -0.255, 2.799], [1.766, -1.999, 2.607], [2.322, -2.239, 1.206], [2.784, -2.592, 3.583], [3.015, -2.445, 5.050], [1.709, -2.479, 5.814], [3.834, -1.195, 5.288], [0.345, -2.669, 2.715], [0.144, -4.078, 2.318], [-0.830, -4.693, 3.299], [-0.396, -4.104, 0.886], [-1.463, -0.201, 2.368], [-1.833, -0.109, 3.808], [-3.265, -0.592, 3.886], [-1.655, 1.305, 4.318], [-1.878, 2.386, -1.432], [-2.039, 0.908, -0.489], [-0.574, 1.183, -1.463], [0.032, 3.113, -0.017], [-2.481, 2.380, 1.553], [-2.251, 3.841, 0.582], [-1.276, 3.598, 2.036], [1.019, -0.020, 3.826], [2.128, 0.395, 2.513], [3.606, -3.330, 5.275], [1.076, -1.623, 5.561], [1.923, -2.432, 6.880], [1.159, -3.400, 5.620], [3.254, -0.293, 5.075], [4.731, -1.199, 4.670], [4.143, -1.163, 6.332], [1.108, -4.588, 2.375], [-1.728, -4.080, 3.382], [-0.383, -4.794, 4.286], [-1.115, -5.689, 2.961], [-1.223, -3.399, 0.796], [-0.762, -5.104, 0.662], [0.396, -3.885, 0.140], [-1.172, -0.804, 4.332], [-3.914, 0.072, 3.315], [-3.594, -0.590, 4.924], [-3.358, -1.603, 3.493], [-2.389, 1.972, 3.867], [-0.656, 1.697, 4.112], [-1.815, 1.317, 5.396]], "forces_ev_per_angstrom": [[0.35, 0.27, -1.65], [-0.42, 0.18, -0.28], [0.03, -0.03, 0.39], [0.01, -0.03, -0.03], [0.28, -0.06, -0.07], [-0.19, -0.03, 0.05], [0.22, -0.04, -0.22], [0.00, -0.04, 0.09], [0.03, -0.06, -0.04], [-0.04, 0.03, 0.02], [0.06, 0.06, -0.02], [0.08, -0.32, -0.11], [-0.03, 0.10, 0.08], [-0.10, 0.79, 0.30], [-0.44, -0.76, -0.33], [0.83, 0.48, 0.20], [-0.80, 0.07, -0.12], [0.30, -0.14, -0.30], [0.31, -0.16, 0.00], [-0.03, -0.01, -0.03], [-0.05, 0.04, 0.03], [0.05, -0.04, 0.02], [0.02, 0.00, 0.05], [-0.15, 0.50, -0.19], [-0.07, -0.43, -0.20], [-0.10, 0.09, 0.02], [-0.01, -0.44, 0.43], [-0.02, 0.09, -0.26], [0.09, 0.12, 0.30], [-0.10, 0.03, 0.00], [0.10, -0.05, 0.04], [0.09, -0.06, 0.04], [-0.05, 0.08, -0.06], [0.00, 0.02, 0.00], [0.01, 0.00, 0.02], [0.01, 0.01, -0.02], [-0.02, -0.02, 0.00], [-0.01, 0.00, -0.02], [0.00, 0.00, 0.02], [0.00, 0.01, -0.01], [0.00, -0.01, -0.02], [0.06, -0.09, -0.01], [0.03, -0.13, 0.05], [0.01, 0.07, -0.01], [0.00, -0.03, 0.03], [-0.01, 0.00, 0.00], [0.28, -0.38, 0.43], [-0.51, 0.64, -0.35], [0.21, -0.21, 0.16], [-0.08, -0.90, 0.25], [-0.22, 1.65, 0.45], [-0.23, 0.15, -0.07], [-0.07, -0.54, -0.42], [-0.43, -0.43, 1.07], [0.35, -0.07, 0.12], [-0.16, 0.35, -0.37], [0.10, 0.17, 0.69], [0.00, -0.11, -0.29], [-0.03, -0.10, -0.29], [0.52, 0.12, 0.15], [-0.25, -0.41, -0.16], [0.06, 0.10, 0.04], [0.15, 0.29, 0.52], [0.27, -0.04, -0.32], [-0.32, 0.15, 0.50], [0.16, -0.03, -0.12], [0.00, -0.09, -0.20], [0.02, -0.03, 0.21], [-0.05, -0.02, -0.01], [-0.02, 0.03, -0.02], [0.10, -0.09, 0.05], [-0.05, 0.06, -0.03], [0.01, 0.00, -0.04], [-0.03, 0.03, -0.01], [-0.04, -0.07, 0.01], [0.00, 0.01, -0.02], [-0.01, -0.02, -0.10], [-0.01, 0.02, 0.07], [0.01, 0.01, 0.01], [-0.01, 0.02, 0.03], [0.01, 0.01, 0.07], [0.01, 0.01, 0.04], [-0.03, 0.01, 0.02], [0.01, 0.03, -0.01], [-0.02, -0.03, -0.05], [0.00, 0.04, -0.01], [0.01, -0.01, 0.01], [0.00, -0.01, -0.10], [0.11, -0.02, -0.19], [-0.19, -0.35, 0.07], [0.05, -0.03, -0.12], [-0.02, -0.01, 0.02], [0.02, 0.01, 0.01], [-0.03, 0.00, 0.02], [0.04, 0.00, 0.00], [-0.01, 0.04, 0.08], [0.03, -0.02, 0.02]], "mulliken_charge": [0.647, -1.048, 0.866, -0.305, -0.026, -0.876, -0.820, 0.756, -0.944, -0.813, -0.950, -0.427, 0.133, 0.876, -0.406, -0.394, 0.488, -0.256, -0.758, -0.800, -0.805, -0.869, 1.062, -1.234, 1.047, -0.654, 0.218, -1.024, -0.932, 0.312, 0.468, 0.295, 0.489, 0.684, 0.464, 0.432, 0.584, 0.795, 0.601, 0.452, 0.447, 0.403, 0.322, 0.726, 0.831, 0.798, -1.007, 0.632, -1.634, -0.427, 0.450, 0.458, -0.406, 0.243, -0.786, -0.405, 0.408, -0.980, -1.263, 0.159, 0.472, -1.397, -1.210, -0.400, 1.222, -1.454, -1.247, 0.433, 0.664, 0.153, 0.077, 0.163, 0.537, 0.432, 0.508, 0.743, 0.337, 0.202, 0.503, 0.190, 0.219, 0.379, 0.458, 0.509, 0.278, 0.322, 0.482, 0.226, 0.647, 0.213, -0.220, 0.356, 0.448, 0.337, 0.310, 0.330, 0.484]}